[1]
Here is a single C5H7NOS molecule at a distorted geometry from the OMol25 dataset. Energies are from wB97M-V/def2-TZVPD.

The energy relative to the best compared isomer or geometry (same formula, charge and spin) is 394.4 kJ/mol. As for the energy: -722.767860 Ha. For the HOMO-LUMO gap, the calculation gives 9.68 eV. Its SMILES is C#C[C@]1(S)[C@H](O)[C@@H]1N. The strongest force on any atom is 3.613 eV Å⁻¹.

The geometry in XYZ format:
```
15
Properties=species:S:1:pos:R:3:forces:R:3
H 1.07602 0.35003 2.05483 -0.2 -0.8 -0.7
H 2.21217 -0.41669 -0.39632 -2.2 0.1 -2.8
N 1.49565 -0.54765 -1.26332 0.2 1.9 1.6
S -2.46258 -0.68352 0.15255 -0.3 0.6 -1.3
C 0.23221 -0.99111 -0.66973 1.8 1.3 1.8
C -0.51042 1.29857 0.07522 -0.5 3.0 0.3
C 0.21020 -0.99919 0.87426 -0.9 -0.2 -1.6
H -0.11447 -1.96085 1.28064 -0.3 0.6 0.3
H 1.32607 0.39597 -1.75943 0.7 -1.9 1.2
H -0.22041 -1.83080 -1.08503 -0.6 -1.3 -0.9
C -0.78703 -0.10058 0.10225 1.5 -1.1 -0.1
C -0.46714 2.52417 0.05452 -0.3 -0.9 0.6
O 1.28402 -0.41619 1.47633 0.8 0.7 1.0
H -2.71183 -0.24155 -1.14066 -0.1 -0.5 1.0
H -0.56245 3.61940 0.24389 0.4 -1.7 -0.5
```
Forces are in eV/Å.

[2]
Here is a molecular structure, C16H36BrClF3O7PSi2 at a distorted geometry from the OMol25 dataset. Energies are from wB97M-V/def2-TZVPD.

As for the energy: -5412.292974 Ha. For the HOMO-LUMO gap, the calculation gives 9.34 eV. The strongest force on any atom is 7.648 eV Å⁻¹.

The geometry in XYZ format:
```
67
Properties=species:S:1:pos:R:3:forces:R:3
H 3.64584 -4.70378 0.86002 0.1 0.0 -0.4
H 3.93318 -1.06806 -5.96040 -0.1 0.3 0.0
H -6.68596 4.98176 3.81891 -0.1 -0.3 0.2
H 9.11217 -0.10091 -0.79335 -0.3 0.0 -0.2
O 3.73587 -0.33530 -5.36064 0.1 -0.5 0.9
H 0.62747 -0.59318 0.22402 0.1 0.6 -0.1
O -5.65717 0.03031 3.50608 -1.8 0.6 3.4
H -3.65337 -0.00296 1.63394 0.0 0.0 0.2
H 6.01213 0.53961 -2.54496 0.5 0.0 0.2
C -6.74818 4.33326 1.79539 0.1 -0.4 -0.2
F -0.63891 1.66416 0.14580 -0.2 0.1 -0.3
H 5.89033 -2.24897 -2.96188 0.1 0.3 -0.2
H 4.71740 -5.83037 -0.01782 0.1 0.4 0.3
H -2.68992 1.36278 1.13348 0.0 0.1 0.1
C -2.92067 0.72670 1.98127 -0.2 0.0 -0.1
H -0.14765 -1.91561 -1.73739 0.4 0.1 0.2
C -9.35148 1.46177 2.98469 0.1 0.0 0.1
C 6.71262 -0.20168 -2.97019 -1.0 -1.0 -0.9
P -6.11997 1.45878 3.42154 2.9 1.9 -6.8
H 0.59081 -0.76670 -2.84273 0.1 -0.1 0.4
H -3.52127 0.97200 4.04652 -0.1 0.0 -0.1
C 3.81319 -4.39366 -1.34856 -0.6 0.4 0.6
H 2.05031 -3.87191 -0.19816 -0.4 -0.3 -0.4
C 0.69126 -1.20795 -1.83309 0.3 1.1 0.0
H -8.67952 0.56871 1.15045 0.2 0.1 0.0
C 7.18456 0.64130 0.00311 0.5 -0.1 -1.0
H -10.31753 0.95566 2.95287 0.0 0.0 0.0
O -4.74127 2.09577 2.77972 -0.4 0.1 0.6
O -6.63570 2.97004 3.86201 -0.7 -2.6 2.2
H 8.25777 1.15169 -1.78901 0.4 -0.3 0.4
C -8.32155 0.69719 2.17252 -0.3 -0.1 0.0
H 3.82081 0.40587 -2.92437 -0.4 0.2 -0.1
F -1.78523 0.04783 -0.72493 0.2 0.1 -0.5
C 5.83390 -1.34780 -3.58909 -0.2 0.7 0.0
O 3.01229 -2.06995 -3.36435 0.3 1.5 1.5
O -7.08350 1.40047 2.09021 -0.1 0.0 0.8
Br 3.82912 -1.06961 -0.31417 -0.4 -0.2 -0.4
H -6.57525 5.35348 1.44733 0.0 0.0 0.2
O 7.58125 -0.76222 -2.00985 0.1 0.4 0.3
H 6.97766 -0.21768 0.65338 0.1 0.4 0.0
H -9.47269 2.47483 2.60023 0.0 0.0 0.0
F -0.64360 1.43250 -2.01545 -0.6 -0.1 0.0
H -5.16857 4.32812 3.27303 0.0 -0.3 -0.1
H 4.45027 -3.59618 -1.75586 -0.1 -0.5 -0.1
H -9.04253 1.54829 4.02991 -0.1 0.0 0.0
H -8.15806 -0.29976 2.59217 0.1 0.0 0.0
H 6.25138 0.99735 -0.45590 0.1 -0.1 0.4
H 7.24896 0.28347 -3.80552 0.1 0.0 0.5
C 2.32525 -3.87114 -1.26308 1.2 0.8 0.0
H 6.18160 -1.59561 -4.60569 0.0 -0.1 0.4
C 4.38018 -4.78580 0.04739 0.1 -0.2 -0.6
C 8.13750 0.24720 -1.15992 -0.7 0.5 0.0
H -6.22888 3.65822 1.11582 0.0 0.0 0.0
H 1.46373 0.61080 -0.86015 -0.2 -0.2 0.3
Cl 3.94150 -5.76085 -2.53518 0.0 0.3 0.3
H 1.64677 -4.45461 -1.89837 0.1 0.2 0.3
C -3.46341 1.55550 3.12738 0.2 -0.3 -0.2
H -7.81476 4.11791 1.73154 0.0 0.1 0.0
Si 4.03243 -0.77517 -3.76517 0.5 -1.0 -1.3
C -0.65372 0.75249 -0.85828 1.5 -0.1 0.8
C 0.61995 -0.08018 -0.74977 -0.8 -1.1 -0.6
H -2.01307 0.19690 2.27752 0.0 0.1 0.0
H -2.79492 2.39811 3.32284 -0.1 0.1 0.0
H 7.66017 1.48372 0.52685 -0.3 -0.4 0.2
C -6.24620 4.18408 3.21480 0.2 1.0 -0.1
Si 2.38749 -2.04596 -1.79416 -0.6 -1.6 -1.0
H 5.21742 -4.11515 0.28472 -0.1 -0.4 0.0
```
Forces are in eV/Å.